(1)
{"formula": "C5H9NO", "method": "ωB97M-V with the def2-TZVPD basis set", "species": ["C", "C", "N", "C", "O", "C", "C", "H", "H", "H", "H", "H", "H", "H", "H", "H"], "positions_angstrom": [[1.801, -0.840, -0.224], [0.652, -0.405, 0.645], [0.718, 0.994, 1.224], [-0.557, 1.148, 0.659], [-1.399, 2.169, 0.907], [-0.624, 0.014, -0.052], [-1.311, -0.392, -1.310], [1.972, -0.100, -1.012], [1.538, -1.798, -0.690], [2.722, -0.979, 0.347], [0.468, -1.110, 1.468], [0.787, 1.084, 2.237], [-2.270, 1.776, 0.748], [-0.591, -0.424, -2.139], [-2.071, 0.351, -1.587], [-1.798, -1.371, -1.263]], "forces_ev_per_angstrom": [[0.10, 0.01, -0.03], [0.18, -0.32, -0.11], [-0.17, 0.06, 0.23], [-0.12, -0.24, -0.05], [-0.12, 0.02, -0.05], [-0.02, 0.19, 0.02], [-0.06, -0.08, -0.05], [0.04, -0.09, 0.08], [0.11, 0.14, 0.02], [-0.04, 0.03, -0.06], [0.09, 0.04, -0.16], [-0.06, -0.12, -0.09], [0.04, 0.48, 0.02], [-0.11, -0.05, 0.09], [0.10, -0.17, 0.08], [0.03, 0.10, 0.05]], "mulliken_charge": [-1.415, 0.697, -0.562, 0.378, -0.528, -0.166, -1.137, 0.341, 0.307, 0.365, 0.260, 0.250, 0.334, 0.251, 0.312, 0.313], "relative_energy_kj_mol": 216.6, "mol_weight_g_mol": 99.13}

---

(2)
{"formula": "C13H26F3N4O10P2S3", "method": "ωB97M-V with the def2-TZVPD basis set", "species": ["C", "C", "O", "O", "C", "C", "C", "S", "C", "O", "N", "C", "C", "C", "C", "F", "P", "N", "O", "O", "C", "C", "C", "N", "P", "O", "H", "H", "H", "H", "H", "H", "H", "H", "H", "H", "H", "H", "H", "H", "H", "H", "H", "H", "H", "H", "H", "H", "H", "H", "H", "H", "N", "S", "O", "O", "F", "S", "O", "O", "F"], "positions_angstrom": [[3.914, 2.956, -0.628], [2.979, 4.093, -0.378], [3.187, 4.937, 0.478], [1.888, 4.161, -1.200], [0.626, 4.175, -0.499], [-0.392, 3.219, -1.096], [-0.301, 1.715, -0.793], [1.225, 0.975, -1.458], [-1.398, 1.057, -1.698], [-2.061, 1.586, -2.562], [-1.526, -0.279, -1.239], [-1.459, -0.239, 0.246], [-2.908, -0.451, 0.794], [-4.040, -0.418, -0.237], [-4.268, -1.744, -0.904], [-5.425, -1.713, -1.657], [-0.550, -1.799, 0.703], [-0.584, -2.056, 2.232], [0.917, -1.695, 0.156], [-1.256, -2.973, -0.140], [-0.798, 1.161, 0.561], [0.442, 1.189, 1.517], [0.209, 0.875, 2.998], [1.346, 0.093, 3.484], [-1.923, 2.376, 1.369], [-1.288, 3.669, 1.695], [3.894, 2.666, -1.671], [4.916, 3.282, -0.394], [3.624, 2.084, -0.058], [0.772, 4.070, 0.566], [0.225, 5.173, -0.646], [-1.369, 3.621, -0.861], [-0.287, 3.303, -2.172], [1.035, 1.328, -2.738], [-0.958, -0.967, -1.702], [-2.948, -1.423, 1.270], [-3.164, 0.253, 1.576], [-3.953, 0.386, -0.957], [-4.950, -0.225, 0.331], [-3.450, -2.008, -1.562], [-4.330, -2.520, -0.143], [-1.023, -2.935, 2.456], [0.966, -1.723, -0.815], [-1.937, -3.362, 0.408], [0.795, 2.214, 1.494], [1.244, 0.567, 1.137], [-0.710, 0.321, 3.150], [0.152, 1.806, 3.566], [1.291, -0.028, 4.483], [2.204, 0.579, 3.268], [-3.019, 2.500, 0.485], [-2.449, 1.767, 2.517], [2.696, -5.154, -2.476], [3.815, -6.037, -1.769], [3.363, -6.807, -0.658], [5.106, -5.440, -1.689], [3.973, -7.117, -2.927], [2.168, -3.960, -1.615], [0.961, -3.399, -2.161], [3.142, -3.026, -1.151], [1.649, -4.658, -0.287]], "forces_ev_per_angstrom": [[0.16, 0.33, -0.77], [0.18, 1.47, 0.87], [-0.49, -1.10, -0.83], [0.29, -1.13, 0.39], [-0.26, 0.93, -0.15], [1.16, -0.04, 0.19], [-2.55, 0.72, -1.79], [0.55, -0.32, 0.46], [0.17, -0.03, -0.34], [0.90, -0.65, 0.68], [-0.95, 0.58, 0.25], [0.14, -0.77, -1.23], [-0.05, 0.12, -0.51], [-0.41, 0.17, 0.54], [0.82, 0.03, -0.17], [-0.40, -0.07, -0.01], [0.43, -0.44, 2.35], [-0.55, 0.41, -0.42], [-0.52, 0.29, -0.46], [0.15, 0.70, -0.75], [1.66, -0.20, 1.03], [-0.52, 0.20, 0.40], [0.64, -0.06, 0.17], [-0.24, -0.13, -0.20], [-0.05, 0.39, -0.25], [0.13, 0.30, 0.10], [-0.14, -0.09, -0.21], [0.22, -0.08, 0.35], [-0.04, -0.11, 0.28], [0.11, -0.15, 0.17], [-0.15, 0.22, 0.12], [-0.27, -0.08, 0.08], [-0.12, 0.02, -0.28], [-0.19, 0.22, 0.07], [-0.05, -0.12, -0.36], [0.01, -0.16, 0.39], [0.16, -0.05, 0.19], [0.16, 0.07, -0.25], [-0.20, 0.15, 0.07], [0.18, -0.01, -0.24], [-0.39, -0.22, 0.10], [0.20, -0.20, 0.35], [0.46, -0.20, -0.12], [-0.26, -0.31, 0.09], [0.22, 0.20, -0.23], [-0.05, -0.37, -0.12], [-0.05, -0.37, 0.06], [-0.41, 0.30, -0.12], [0.08, -0.07, 0.16], [0.18, 0.09, 0.11], [-0.10, -0.25, 0.11], [-0.03, -0.20, -0.14], [-0.14, 0.13, 0.44], [0.75, -0.86, -0.33], [-0.22, 0.08, 0.08], [-0.04, 0.25, -0.06], [-0.22, 0.27, -0.06], [-0.40, 0.22, 0.32], [0.12, 0.01, -0.46], [0.25, 0.00, -0.09], [-0.02, 0.00, 0.01]], "mulliken_charge": [-1.032, 0.928, -0.574, -0.386, -0.929, -1.124, 0.917, -0.143, -0.900, -0.593, 0.095, 1.287, -1.191, -0.988, -0.242, -0.346, 0.801, -0.762, -0.661, -0.583, 0.932, -2.188, -0.879, -0.538, 0.209, -0.762, 0.352, 0.362, 0.145, 0.393, 0.446, 0.554, 0.669, 0.242, 0.432, 0.628, 0.324, 0.269, 0.539, 0.219, 0.198, 0.230, 0.177, 0.387, 0.642, 0.852, 0.322, 0.419, 0.220, 0.216, 0.149, 0.165, -0.495, 1.133, -0.588, -0.592, -0.271, 1.429, -0.680, -0.583, -0.249], "total_charge": -1, "total_energy_ha": -3659.38864, "mol_weight_g_mol": 613.51}

---

(3)
{"formula": "C2H8N2", "method": "ωB97M-V with the def2-TZVPD basis set", "species": ["N", "H", "H", "H", "C", "C", "N", "H", "H", "H", "H", "H"], "positions_angstrom": [[1.083, 0.533, -2.275], [1.551, 0.127, -3.084], [0.144, 0.701, -2.630], [1.490, 1.466, -2.245], [-0.018, 0.286, 2.035], [-0.857, -0.372, 1.231], [-0.478, -0.739, -0.123], [1.000, 0.531, 1.800], [-0.420, 0.536, 3.012], [-1.900, -0.459, 1.513], [0.242, -0.069, -0.329], [-1.289, -0.496, -0.678]], "forces_ev_per_angstrom": [[0.21, 0.56, -0.83], [0.07, -0.30, 0.24], [-0.13, -0.06, 0.16], [-0.01, 0.02, 0.23], [-1.25, -0.58, 0.70], [1.01, 0.78, -1.13], [-1.23, 0.46, 2.12], [0.29, -0.01, -0.15], [0.39, 0.14, -0.03], [0.07, -0.53, -0.01], [0.48, -0.26, -0.82], [0.10, -0.22, -0.49]], "mulliken_charge": [-0.737, 0.233, 0.226, 0.226, -0.776, 0.072, -0.558, 0.268, 0.227, 0.292, 0.266, 0.262], "relative_energy_kj_mol": 66.2, "smiles": "C=CN.N", "mol_weight_g_mol": 60.10}

---

(4)
{"formula": "C5H20HfN14O17", "method": "ωB97M-V with the def2-TZVPD basis set", "species": ["Hf", "N", "O", "O", "O", "N", "O", "O", "O", "N", "O", "O", "O", "N", "O", "O", "O", "C", "O", "N", "N", "H", "H", "H", "H", "C", "O", "N", "N", "H", "H", "H", "H", "C", "O", "N", "N", "H", "H", "H", "H", "C", "O", "N", "N", "H", "H", "H", "H", "C", "O", "N", "N", "H", "H", "H", "H"], "positions_angstrom": [[20.498, 10.730, -33.280], [17.497, 12.830, -32.986], [17.264, 13.267, -31.867], [16.645, 12.864, -33.842], [18.587, 12.274, -33.165], [21.888, 13.186, -31.043], [21.057, 12.576, -31.657], [22.146, 14.400, -31.315], [22.357, 12.550, -30.122], [20.509, 7.194, -33.742], [20.301, 8.357, -33.433], [20.312, 6.934, -34.945], [20.987, 6.433, -32.947], [21.214, 13.618, -35.487], [20.385, 14.006, -36.303], [22.376, 13.915, -35.491], [20.808, 12.815, -34.619], [18.425, 10.669, -36.195], [19.247, 10.504, -35.285], [18.331, 11.644, -36.949], [17.668, 9.705, -36.496], [19.067, 12.331, -36.871], [17.649, 11.803, -37.676], [16.940, 9.864, -37.178], [17.738, 8.815, -36.023], [22.176, 9.510, -36.276], [21.683, 9.871, -35.272], [22.918, 10.179, -37.047], [21.961, 8.302, -36.699], [22.928, 11.165, -36.830], [23.441, 9.689, -37.759], [22.500, 7.919, -37.462], [21.384, 7.758, -36.074], [23.928, 11.575, -33.791], [22.758, 11.442, -33.511], [24.726, 10.661, -34.185], [24.604, 12.711, -33.597], [24.393, 9.716, -34.054], [25.556, 11.025, -34.631], [25.472, 12.743, -34.113], [24.110, 13.580, -33.455], [18.777, 10.780, -30.296], [19.206, 10.486, -31.385], [18.158, 9.952, -29.482], [18.603, 11.980, -29.879], [18.256, 8.947, -29.484], [17.686, 10.498, -28.775], [18.502, 12.602, -30.668], [18.141, 12.094, -28.988], [22.121, 9.127, -30.660], [21.832, 9.753, -31.672], [21.944, 7.860, -30.465], [22.685, 9.609, -29.576], [21.751, 7.346, -31.313], [21.721, 7.525, -29.538], [23.023, 9.059, -28.799], [22.855, 10.605, -29.582]], "forces_ev_per_angstrom": [[0.77, 2.43, -0.54], [-1.58, -0.32, 0.75], [-0.02, 0.95, 1.36], [-0.30, -0.03, -1.47], [2.94, -1.60, -1.11], [1.59, 2.98, 0.71], [-4.47, -2.21, -4.60], [-0.02, -2.25, 0.57], [2.43, 0.10, 2.39], [0.72, -0.08, -3.12], [-1.27, 4.39, 2.20], [-0.31, -1.35, 0.28], [0.36, -1.54, 1.10], [-1.25, -1.26, 0.02], [-0.23, 0.61, -0.97], [2.20, 0.98, -0.44], [-1.13, -1.90, 1.89], [1.94, -2.28, 3.36], [1.94, 0.22, 2.81], [1.01, 7.10, -3.71], [-4.29, -5.13, -1.10], [-0.14, 0.78, 0.27], [0.18, -0.36, 0.35], [0.13, -0.55, 0.21], [-0.15, 0.32, 0.01], [-0.57, -3.21, -1.07], [-2.43, 2.83, 5.84], [3.22, 4.16, -2.57], [-0.42, -3.54, -0.94], [0.78, 0.11, -0.61], [-0.10, 0.97, -0.02], [-0.52, -0.23, 0.29], [-0.06, -0.73, -0.23], [-1.04, 3.13, 1.59], [-2.62, -0.81, 1.09], [1.68, -3.77, -1.65], [0.32, 1.95, -0.04], [0.70, -0.07, -0.72], [0.12, -1.48, 0.14], [-0.10, 0.71, 0.47], [-0.20, -0.05, -0.20], [-1.64, -0.37, 0.87], [2.62, -1.99, -4.26], [-0.56, -2.46, 1.61], [0.95, 3.24, 0.45], [-0.12, 0.35, 0.09], [-0.22, -1.62, 0.30], [-0.23, 1.37, 0.13], [0.21, 0.83, -0.61], [0.48, 0.46, 1.81], [-0.34, 1.28, -2.09], [-1.31, -3.94, -1.47], [1.03, 3.47, 1.16], [-0.70, -0.74, 0.27], [0.23, -0.23, -0.55], [-0.09, 0.05, -0.58], [-0.11, 0.38, 0.30]], "mulliken_charge": [4.304, 0.827, -0.757, -0.664, -0.459, 0.717, -0.316, -0.665, -0.720, 0.861, -0.605, -0.765, -0.730, 0.646, -0.726, -0.630, -0.291, 0.408, -0.466, -0.268, -0.401, 0.159, 0.188, 0.146, 0.253, 0.411, -0.613, -0.384, -0.443, 0.287, 0.172, 0.141, 0.163, 0.434, -0.149, -0.349, -0.459, 0.252, 0.180, 0.150, 0.281, 0.544, -0.832, -0.428, -0.281, 0.229, 0.119, 0.313, 0.164, 0.287, -0.362, -0.378, -0.380, 0.229, 0.189, 0.163, 0.305], "relative_energy_kj_mol": 544.7, "mol_weight_g_mol": 726.79}